Computed, not measured: a molecular structure, C4H6O, with ωB97M-V with the def2-TZVPD basis set.

For the HOMO energy, the calculation gives -0.3363 hartree. The energy is -231.06555 a.u. The gap between HOMO and LUMO is 10.17 eV. The value obtained for the LUMO energy is 1.02 eV. As for the energy above the lowest of the compared OMol25 structures with the same formula, charge and spin: 99.3 kcal per mole. As for the charge: 0.

XYZ file:
```
11
C4H6O, DFT ωB97M-V with the def2-TZVPD basis set
C -0.67 0.73 -0.22
C -0.80 -0.78 0.10
C 0.62 -0.80 0.69
O 1.48 -0.15 -0.74
C 0.78 0.63 0.24
H -1.27 1.35 0.44
H -0.81 1.06 -1.26
H -1.53 -0.99 0.89
H -0.98 -1.47 -0.73
H 1.79 -0.99 -0.10
H 1.37 1.42 0.69
```